C4H12N2O2 | wB97M-V/def2-TZVPD

The geometry in XYZ format:
```
20
Properties=species:S:1:pos:R:3:forces:R:3:lowdin_charge:R:1
O -0.398891 3.078565 -1.555981 -0.1 -0.9 0.3 0.06
C -0.764216 2.157257 -0.856951 0.3 0.9 -1.5 -0.22
C -0.366746 0.717629 -0.968218 -0.3 -1.7 -0.8 -0.39
C -1.434376 -0.320067 -0.731340 -2.4 -3.0 -1.4 -0.09
N 0.602182 0.533437 0.091579 4.9 1.8 -7.6 -0.01
C 1.692970 -0.406589 -0.391346 0.0 1.7 3.0 -0.26
N 1.257686 -1.745861 -0.017193 4.1 -1.4 -4.4 0.01
H -1.425059 2.361157 -0.030899 -0.6 0.2 1.0 0.11
H 0.043418 0.397611 -1.978871 -0.1 1.2 1.2 0.16
H -2.308515 -0.140502 -0.120603 0.5 0.7 1.7 0.06
H -2.163160 -0.487840 -1.568542 1.2 0.1 -0.6 0.08
H -1.015554 -1.410798 -0.521145 -0.7 2.7 -0.3 0.12
H 0.181974 0.343544 0.873210 -2.4 -2.1 5.4 -0.02
H 2.638482 0.154850 0.042338 -1.1 -2.0 -0.3 0.13
H 1.876263 -0.423748 -1.463421 -0.5 0.5 0.0 0.10
H 1.987841 -2.494138 -0.318809 -1.9 1.7 1.1 0.12
H 0.862252 -1.899374 0.834207 -0.8 -0.2 3.0 0.01
H -1.121924 0.250049 2.747314 1.5 -2.5 0.2 0.10
H 0.345515 -0.092342 3.111895 -1.3 -1.1 -0.4 0.07
O -0.490143 -0.572842 2.822778 -0.2 3.6 0.3 -0.12
```
Positions in Å, forces in eV/Å.

HOMO-LUMO gap ... 9.374 eV
Calculated total energy ... -419.4877 a.u.
SMILES ... C[C@@H](C=O)NCN.O
E_LUMO ... 0.4 eV

=====

C4H12N2O2 | wB97M-V/def2-TZVPD

The geometry in XYZ format:
```
20
Properties=species:S:1:pos:R:3:forces:R:3:lowdin_charge:R:1
N -0.168051 -1.967774 -1.779658 0.1 -0.2 0.2 0.01
C 0.230647 -0.642571 -1.348422 0.4 0.4 0.1 -0.20
C 1.446260 -0.660210 -0.429076 0.5 -0.6 -0.3 -0.49
N 1.805115 0.480331 0.218963 -0.3 0.3 0.1 0.05
C 0.874235 1.488194 0.718356 0.1 0.6 0.3 -0.24
C -0.241952 0.908078 1.576052 -0.6 0.0 -0.6 -0.09
O 2.146612 -1.659432 -0.367261 0.0 0.1 0.1 0.04
H 0.266403 -2.615746 -1.125113 -0.2 -0.1 -0.1 0.06
H 0.272158 -2.195496 -2.662610 0.0 0.1 0.0 0.07
H -0.574880 -0.120680 -0.839176 -0.2 0.0 -0.3 0.07
H 0.553412 -0.040177 -2.202843 -0.2 0.1 0.0 0.13
H 2.658323 0.380933 0.746242 0.0 -0.2 0.0 0.14
H 1.480103 2.187254 1.302131 0.0 -0.1 0.0 0.11
H 0.473794 2.121865 -0.077846 -0.1 -0.3 -0.2 0.11
H -0.926366 0.342517 0.934917 0.6 -0.4 0.5 0.02
H 0.157940 0.321132 2.400703 -0.1 -0.1 0.0 0.08
H -0.950552 1.658308 1.932302 0.5 0.4 0.3 0.08
H -3.278396 -0.507585 -0.281373 -0.3 -0.2 0.2 0.05
H -3.336435 0.313325 1.062771 -0.3 -0.3 -0.1 0.05
O -2.888368 0.207734 0.220941 0.3 0.4 -0.2 -0.05
```
Positions in Å, forces in eV/Å.

HOMO-LUMO gap ... 10.114 eV
Calculated total energy ... -419.6014 a.u.
SMILES ... CCNC(=O)CN.O
E_LUMO ... 0.7 eV

=====

C4H12N2O2 | wB97M-V/def2-TZVPD

The geometry in XYZ format:
```
20
Properties=species:S:1:pos:R:3:forces:R:3:lowdin_charge:R:1
C 0.437481 -0.535280 0.535099 -2.8 2.6 2.4 -0.69
C 2.181348 -0.361214 -0.371286 1.6 1.3 -2.6 -0.11
C -0.562842 -1.540816 -0.011956 0.6 -0.5 -0.2 0.01
C -2.342658 1.444052 0.482634 0.1 0.6 0.6 -0.16
N -0.928489 1.643097 0.726984 -1.1 0.6 0.9 -0.06
N 2.353517 -0.873963 -1.683798 -0.3 0.1 0.8 0.04
O 0.616471 0.532428 -0.297855 3.6 -3.5 0.6 -0.06
O 0.644134 -0.410573 1.760024 0.1 -1.0 -1.9 0.00
H -0.578079 1.323217 1.640117 -0.3 0.6 -0.8 0.08
H -0.570098 2.541812 0.434826 -0.1 -0.2 0.3 0.09
H 1.949568 -1.792045 -1.808016 0.0 0.0 -0.1 0.08
H 2.021503 -0.242943 -2.401268 0.1 0.0 0.1 0.09
H 2.764969 0.544299 -0.216116 -0.3 0.1 -0.1 0.12
H 2.596580 -1.052484 0.365046 -1.1 -0.2 0.2 0.13
H -0.983221 -1.219701 -0.963142 0.3 0.0 0.0 0.08
H -1.388021 -1.656427 0.688650 0.3 0.0 0.2 0.08
H -0.069953 -2.505971 -0.138286 -0.2 -0.2 0.0 0.08
H -2.652902 0.491827 0.914578 0.0 0.0 -0.1 0.07
H -2.958679 2.236589 0.931533 -0.2 -0.2 -0.1 0.06
H -2.530629 1.434095 -0.587767 -0.1 -0.1 -0.2 0.07
```
Positions in Å, forces in eV/Å.

HOMO-LUMO gap ... 8.684 eV
Calculated total energy ... -419.4711 a.u.
E_LUMO ... 0.8 eV

=====

C4H12N2O2 | wB97M-V/def2-TZVPD

The geometry in XYZ format:
```
20
Properties=species:S:1:pos:R:3:forces:R:3:lowdin_charge:R:1
N 0.302572 0.926345 2.365848 0.1 0.2 0.4 0.05
C -0.830258 1.227409 1.546681 0.0 -0.6 0.0 -0.18
C -0.436280 1.206131 0.078438 -0.6 0.9 0.1 -0.31
N -0.939378 0.111456 -0.783219 1.5 -1.5 0.4 0.03
C -0.370478 0.007631 -2.101996 -0.2 0.3 -0.5 0.01
C -1.297796 -1.170957 -0.159720 -1.1 0.7 -0.6 0.03
O 0.292619 1.995033 -0.437663 0.0 -0.2 0.0 0.20
H 0.585434 -0.038490 2.380407 0.1 -0.1 0.0 0.08
H 1.090884 1.547803 2.266934 0.0 0.0 0.0 0.10
H -1.596124 0.497798 1.748560 -0.3 -0.3 0.0 0.10
H -1.287295 2.177385 1.810309 0.3 0.3 -0.3 0.14
H 0.416642 0.737095 -2.210063 -0.1 0.3 -0.3 0.10
H -1.191526 0.172224 -2.815004 0.1 0.3 0.0 0.14
H 0.021765 -0.971156 -2.370217 -0.1 -0.3 0.6 0.12
H -2.161611 -1.021083 0.485128 0.2 -0.1 0.3 0.11
H -1.621138 -1.825526 -0.963058 0.3 -0.3 0.0 0.11
H -0.430475 -1.572484 0.374077 0.0 0.1 0.0 0.14
H 3.238245 -2.142532 -0.444550 0.0 0.7 0.0 0.05
H 3.376686 -0.574739 -0.564959 0.2 -0.4 0.0 0.04
O 2.837512 -1.289349 -0.205933 -0.4 -0.2 0.0 -0.08
```
Positions in Å, forces in eV/Å.

<S²> ... 0.765
Spin multiplicity ... 2
HOMO-LUMO gap (spin up / spin down) ... 10.147 / 5.329 eV
Calculated total energy ... -419.2682 a.u.
E_LUMO (spin up / spin down) ... -3.4 / -8.2 eV
Total charge ... +1

=====

> What is the formula in the second record?

C4H12N2O2

=====

> Look up the calculated total energy of the first one.

-419.4877 a.u.

=====

> Look up the calculated total energy of the first one.

-419.4877 a.u.

=====

What did the first record say?
C4H12N2O2 | wB97M-V/def2-TZVPD

The geometry in XYZ format:
```
20
Properties=species:S:1:pos:R:3:forces:R:3:lowdin_charge:R:1
O -0.398891 3.078565 -1.555981 -0.1 -0.9 0.3 0.06
C -0.764216 2.157257 -0.856951 0.3 0.9 -1.5 -0.22
C -0.366746 0.717629 -0.968218 -0.3 -1.7 -0.8 -0.39
C -1.434376 -0.320067 -0.731340 -2.4 -3.0 -1.4 -0.09
N 0.602182 0.533437 0.091579 4.9 1.8 -7.6 -0.01
C 1.692970 -0.406589 -0.391346 0.0 1.7 3.0 -0.26
N 1.257686 -1.745861 -0.017193 4.1 -1.4 -4.4 0.01
H -1.425059 2.361157 -0.030899 -0.6 0.2 1.0 0.11
H 0.043418 0.397611 -1.978871 -0.1 1.2 1.2 0.16
H -2.308515 -0.140502 -0.120603 0.5 0.7 1.7 0.06
H -2.163160 -0.487840 -1.568542 1.2 0.1 -0.6 0.08
H -1.015554 -1.410798 -0.521145 -0.7 2.7 -0.3 0.12
H 0.181974 0.343544 0.873210 -2.4 -2.1 5.4 -0.02
H 2.638482 0.154850 0.042338 -1.1 -2.0 -0.3 0.13
H 1.876263 -0.423748 -1.463421 -0.5 0.5 0.0 0.10
H 1.987841 -2.494138 -0.318809 -1.9 1.7 1.1 0.12
H 0.862252 -1.899374 0.834207 -0.8 -0.2 3.0 0.01
H -1.121924 0.250049 2.747314 1.5 -2.5 0.2 0.10
H 0.345515 -0.092342 3.111895 -1.3 -1.1 -0.4 0.07
O -0.490143 -0.572842 2.822778 -0.2 3.6 0.3 -0.12
```
Positions in Å, forces in eV/Å.

HOMO-LUMO gap ... 9.374 eV
Calculated total energy ... -419.4877 a.u.
SMILES ... C[C@@H](C=O)NCN.O
E_LUMO ... 0.4 eV